Here is a gas-phase ion, C3H11N2S (charge +1) at a distorted geometry from OMol25. Energies are from ωB97M-V/def2-TZVPD.

Structure (ORCA input):
```
! RIJCOSX wB97M-V def2-TZVPD def2/J DEFGRID3
* xyz 1 1
H 0.320 0.518 1.797
H -0.027 -1.326 -0.529
N 0.228 -0.389 1.334
C 0.067 -0.297 -0.159
H 1.312 0.210 -1.836
H 3.278 0.456 0.605
C -1.185 0.487 -0.506
H 1.263 -0.699 1.366
C 1.345 0.353 -0.729
H -1.196 1.558 -0.229
H -1.160 0.497 -1.614
S 2.809 -0.583 -0.116
N -2.399 -0.164 -0.003
H -3.176 -0.015 -0.630
H -0.630 -0.858 1.630
H 1.462 1.416 -0.515
H -2.309 -1.164 0.138
*
```

## Properties
**Max |F|**: 1.8 eV/A
**HOMO**: -13.703 eV
**SMILES**: NC[C@H]([NH3+])CS
**Energy**: -17097.875 eV
**Lowest unoccupied orbital energy**: -3.2900 eV
**ΔE to the lowest compared entry with this formula, charge and spin**: 1.139 eV
**Gap between HOMO and LUMO**: 10.41 eV